A structure of composition C38H28F2N8Rb at a distorted geometry, computed with ωB97M-V/def2-TZVPD.

Properties
LUMO: 2.05 eV
HOMO-LUMO gap: 5.0 eV
energy above the lowest of the compared OMol25 structures with the same formula, charge and spin: 5.7 kcal/mol
HOMO level: -2.951 eV
net charge: -1

Last column: Löwdin charge in e.
Cartesian coordinates (Å):
Rb1 12.96858 10.80243 12.84184  0.71
C1 9.32426 11.54798 8.24974  -0.14
C2 9.39282 12.35005 9.37717  -0.12
C3 9.66876 11.76870 10.59774  -0.05
C4 9.84737 10.36463 10.74343  -0.32
C5 9.70372 9.56539 9.55381  -0.06
C6 9.45191 10.16327 8.33814  -0.12
N1 10.19866 9.85510 11.98267  0.03
C7 9.50796 8.80742 12.45060  -0.23
C8 8.18470 8.38120 12.02039  -0.04
C9 7.53649 7.32012 12.59881  -0.12
C10 8.11651 6.61037 13.66489  -0.14
C11 9.35714 6.95028 14.13578  -0.04
C12 10.07191 8.05667 13.58248  -0.23
N2 11.29342 8.44128 14.02567  0.05
N3 11.71039 7.80301 15.06954  0.02
C13 12.96308 8.08193 15.51471  -0.34
C14 13.30957 7.60738 16.81299  -0.04
C15 14.56608 7.83169 17.30993  -0.11
C16 15.50381 8.46166 16.49283  -0.08
C17 15.09576 8.88151 15.22720  -0.15
N4 13.86876 8.74795 14.74384  0.05
H1 9.18912 12.02989 7.27661  0.09
H2 9.23378 13.42454 9.27824  0.10
H3 9.85635 12.38382 11.47132  0.09
H4 9.79714 8.47333 9.64323  0.12
H5 9.35860 9.55911 7.43481  0.10
H6 7.72637 8.93249 11.19132  0.10
H7 6.56112 6.99743 12.23506  0.10
H8 7.56803 5.77209 14.10379  0.09
H9 9.83125 6.41154 14.95364  0.09
H10 12.56654 7.01012 17.35193  0.10
H11 14.83571 7.52137 18.33004  0.10
H12 16.52250 8.66506 16.82730  0.10
H13 15.79436 9.37729 14.56110  0.10
F1 18.57875 9.62451 10.58672  0.01
C18 17.92066 10.34526 11.53481  -0.30
C19 16.58420 10.57891 11.29629  -0.12
C20 16.04903 11.27437 12.31324  -0.15
C21 16.59742 11.88537 13.41771  -0.21
C22 17.95065 11.56376 13.53688  -0.25
F2 18.58307 11.97144 14.67518  0.02
C23 18.64250 10.78633 12.63702  0.03
C24 15.88576 12.75778 14.40222  -0.21
C25 16.58648 13.82677 14.97787  -0.02
C26 15.98213 14.55606 15.98192  -0.08
C27 14.70881 14.16493 16.41502  -0.09
C28 14.08328 13.08351 15.79418  -0.17
N5 14.63907 12.39199 14.80314  0.07
H14 16.05588 10.23003 10.40194  0.09
H15 19.70474 10.55723 12.72924  0.12
H16 17.59478 14.02317 14.61502  0.12
H17 16.47095 15.42553 16.44706  0.10
H18 14.20710 14.70213 17.22424  0.09
H19 13.07533 12.76455 16.09934  0.11
N6 12.73642 13.83669 9.44978  0.12
C29 12.58552 14.34379 10.74170  -0.27
C30 12.91830 15.71790 10.92196  -0.02
C31 12.79959 16.29186 12.16481  -0.09
C32 12.31648 15.50314 13.20431  -0.08
C33 11.97020 14.18706 12.94236  -0.16
N7 12.11227 13.59590 11.74942  0.09
C34 12.73130 12.51127 9.01779  -0.29
C35 12.66377 12.29950 7.61213  -0.03
C36 12.77050 11.02745 7.11924  -0.08
C37 12.87245 9.96794 8.02811  -0.08
C38 12.88425 10.25502 9.38147  -0.16
N8 12.84378 11.49677 9.88288  0.10
H20 12.81446 14.53194 8.71466  0.13
H21 13.30236 16.27713 10.06341  0.11
H22 13.04946 17.34343 12.31363  0.11
H23 12.20423 15.92362 14.21895  0.11
H24 11.55947 13.53462 13.73269  0.11
H25 12.56086 13.15440 6.96025  0.10
H26 12.77963 10.83290 6.04206  0.11
H27 12.92633 8.93955 7.68709  0.10
H28 12.87321 9.44973 10.12692  0.11

Cartesian forces (eV/Å) of the 3 atoms listed first:
-0.05 0.02 -0.17
-0.26 0.27 -0.83
0.03 -0.20 -0.10

=====

A cluster of 2 separate species, C5H13NO2 in total at a distorted geometry, computed with ωB97M-V/def2-TZVPD.

Properties
SMILES: CCN[C@H](C)C=O.O
LUMO: 0.81 eV
HOMO-LUMO gap: 9.7 eV
energy above the lowest of the compared OMol25 structures with the same formula, charge and spin: 39.4 kcal/mol
HOMO level: -8.883 eV

Last column: Löwdin charge in e.
Cartesian coordinates (Å):
C1 -1.51756 -2.40448 -0.33215  -0.09
C2 -0.69702 -1.25300 -0.86269  -0.27
N1 0.28047 -0.87697 0.18663  -0.04
C3 1.44210 -0.10845 -0.22548  -0.38
C4 2.74905 -0.74098 0.26122  -0.05
C5 1.31989 1.34822 0.18863  -0.21
O1 0.27074 1.88136 0.40610  0.06
H1 -0.90483 -3.29383 -0.38313  0.07
H2 -1.89094 -2.14522 0.64678  0.07
H3 -2.44372 -2.55272 -0.86802  0.06
H4 -0.10046 -1.48910 -1.73488  0.10
H5 -1.28510 -0.38871 -1.14484  0.10
H6 -0.25389 -0.36342 0.88005  0.11
H7 1.43170 -0.02885 -1.31743  0.15
H8 3.18765 -1.38820 -0.50197  0.08
H9 2.58663 -1.29468 1.16195  0.07
H10 3.48752 0.04300 0.44792  0.06
H11 2.29392 1.88418 0.27713  0.13
O2 -3.03912 1.88334 0.54888  -0.07
H12 -3.76089 2.42291 0.18590  0.04
H13 -2.25443 2.15166 0.05725  0.01

Cartesian forces (eV/Å) of the 3 atoms listed first:
-0.30 0.46 -0.62
0.92 0.54 0.52
-0.45 -0.24 -0.17

=====

A structure of composition C3H4InO4 at a distorted geometry, computed with ωB97M-V/def2-TZVPD.

Properties
LUMO: -6.83 eV
HOMO-LUMO gap: 7.5 eV
energy above the lowest of the compared OMol25 structures with the same formula, charge and spin: 55.5 kcal/mol
HOMO level: -14.372 eV
net charge: +1

Last column: Löwdin charge in e.
Cartesian coordinates (Å):
O1 -2.25598 -0.32073 0.49782  0.11
C1 -1.66875 0.71606 0.05657  -0.61
C2 -0.56954 -1.62718 -0.05329  0.19
O2 -0.99838 1.47717 0.79705  0.00
O3 -0.97764 0.37061 -1.08697  -0.03
C3 0.02864 -0.58831 -0.79120  -0.22
H1 -1.26409 -2.27960 -0.58666  0.14
H2 -0.01753 -2.24388 0.66044  0.12
H3 0.79868 -0.72976 -1.55574  0.15
O4 3.23308 0.77949 0.61527  -0.30
H4 3.86845 1.23538 1.16475  0.03
In1 1.45462 0.88409 0.62699  1.41

Cartesian forces (eV/Å) of the 3 atoms listed first:
-0.46 -0.02 0.04
4.10 -4.36 3.00
-0.55 -1.79 -0.40